No. 1
{"formula": "C3H7N3S", "method": "ωB97M-V with the def2-TZVPD basis set", "gap_ha": 0.307, "total_energy_ha": -680.814108, "spin_multiplicity": 1, "symbols": ["C", "H", "N", "H", "N", "C", "H", "N", "C", "H", "S", "H", "H", "H"], "coordinates": [[1.0120, 2.6970, 0.5688], [-1.4294, -1.2536, -0.9985], [0.4127, 1.4718, 0.6480], [0.5943, 3.4139, -0.0483], [0.0128, -1.8659, 0.4744], [0.4305, -0.6422, 0.7417], [-0.8040, -2.8606, -1.3334], [0.9771, 0.3319, 0.1538], [-1.0348, -2.1181, -0.5194], [-0.1289, -2.5291, 1.1663], [-0.5977, 0.8735, 1.8868], [-1.7622, -2.8455, -0.0249], [2.1062, 2.6627, 0.5381], [0.9089, 3.2248, 1.5414]]}

No. 2
{"formula": "C3H7N3S", "method": "ωB97M-V with the def2-TZVPD basis set", "gap_ha": 0.340, "total_energy_ha": -680.928310, "spin_multiplicity": 1, "symbols": ["N", "N", "C", "C", "H", "H", "H", "N", "C", "S", "H", "H", "H", "H"], "coordinates": [[0.4112, -0.6315, 0.6847], [0.2002, 2.1218, 0.3193], [-1.6254, -0.8972, -0.6815], [1.7354, -0.6867, 0.5085], [1.1894, 1.8284, 0.2660], [2.2238, -1.3577, 1.2091], [0.1407, 2.9962, -0.1629], [-0.6837, 1.2688, -0.2844], [-0.5958, 0.0083, -0.1138], [2.6184, 0.0931, -0.6569], [-2.3915, -0.3337, -1.1692], [0.0640, -1.2895, 1.3872], [-1.1753, -1.6203, -1.4169], [-2.1115, -1.5000, 0.1107]]}

No. 3
{"formula": "C3H7N3S", "method": "ωB97M-V with the def2-TZVPD basis set", "gap_ha": 0.326, "total_energy_ha": -680.824016, "spin_multiplicity": 1, "symbols": ["H", "C", "H", "H", "C", "N", "H", "C", "H", "H", "N", "S", "H", "N"], "coordinates": [[-1.8846, -0.8465, 0.0212], [-1.1056, -0.1455, 0.7397], [-0.7180, -1.0002, -2.5562], [-0.8307, -0.4495, 1.6635], [1.1706, 0.1700, 1.2866], [2.2665, 0.7609, 1.2894], [-1.9695, 0.0256, -1.4468], [0.3102, -0.0730, -1.1595], [0.9503, -0.4019, 2.3964], [-1.6500, 0.9679, 0.8117], [-0.9502, -0.5266, -1.5995], [1.6225, 0.3889, -2.0129], [2.6243, 1.1044, 0.2889], [0.1643, 0.0256, 0.2774]]}